Record 1
{"formula": "C9H13P3", "method": "wB97M-V/def2-TZVPD", "symbols": ["C", "C", "C", "C", "C", "C", "C", "C", "C", "P", "P", "P", "H", "H", "H", "H", "H", "H", "H", "H", "H", "H", "H", "H", "H"], "xyz": [[0.262, -1.889, -0.336], [3.295, -1.489, 0.230], [4.110, -0.425, 0.015], [1.886, 0.669, -0.220], [-2.677, 0.826, -0.280], [-1.943, -0.588, -0.521], [-1.986, 1.552, 0.920], [-0.444, -0.612, -1.011], [-0.471, 1.683, 0.885], [1.644, -0.957, 0.599], [3.529, 1.219, -0.123], [0.266, 1.159, -0.838], [-0.452, -2.497, 0.293], [3.463, -2.535, 0.435], [5.184, -0.560, -0.099], [-2.715, 1.515, -1.203], [-3.741, 0.717, -0.194], [-1.979, -1.003, 0.427], [-2.544, -1.067, -1.273], [-2.420, 2.526, 0.936], [-2.431, 1.173, 1.861], [0.753, -2.523, -1.073], [-0.533, -0.699, -2.085], [-0.157, 2.736, 1.076], [0.101, 1.069, 1.579]], "e_above_lowest_kj_mol": 0.0, "energy_ev": -37407.234, "total_charge": 0, "smiles": "C1=PC2=P(=C1)C[C@H]1CCCCP21", "homo_energy_ha": -0.2987, "lumo_energy_ev": -0.419, "gap_ev": 7.709}

Record 2
{"formula": "C9H14", "method": "wB97M-V/def2-TZVPD", "symbols": ["C", "C", "C", "C", "C", "C", "C", "H", "H", "H", "H", "H", "H", "H", "H", "C", "C", "H", "H", "H", "H", "H", "H"], "xyz": [[-0.107, 3.115, -0.666], [-2.094, -0.621, -0.868], [-2.496, 0.394, 0.027], [-0.918, -0.443, -1.571], [-1.895, 1.650, 0.064], [-0.180, 0.725, -1.390], [-0.710, 1.797, -0.661], [-2.663, -1.513, -1.039], [-3.347, 0.231, 0.671], [-0.728, -1.010, -2.454], [-2.189, 2.514, 0.564], [0.815, 0.808, -1.826], [-0.865, 4.015, -0.564], [0.551, 3.340, -1.527], [0.597, 3.304, 0.123], [1.840, -3.057, 1.333], [2.214, -1.566, 1.370], [1.076, -3.170, 0.583], [2.728, -3.648, 1.300], [1.447, -3.377, 2.333], [2.527, -1.140, 0.395], [1.444, -0.947, 1.628], [2.952, -1.402, 2.177]], "e_above_lowest_kj_mol": 97.3, "energy_ev": -9557.789, "total_charge": -1, "homo_energy_ha": [0.0423, -0.1420], "lumo_energy_ev": [3.897, 3.764], "gap_ev": [2.744, 7.630], "multiplicity": 2}

Record 3
{"formula": "C9H14", "method": "wB97M-V/def2-TZVPD", "symbols": ["C", "C", "C", "C", "C", "C", "C", "H", "H", "H", "H", "H", "H", "H", "H", "C", "C", "H", "H", "H", "H", "H", "H"], "xyz": [[-1.729, -1.568, -2.048], [-0.472, 0.196, -0.835], [-0.447, -1.038, -1.472], [0.758, 0.790, -0.397], [0.731, -1.781, -1.571], [1.897, 0.001, -0.511], [1.930, -1.245, -1.111], [-1.421, 0.705, -0.709], [0.846, 1.805, -0.039], [-2.484, -1.801, -1.279], [-1.491, -2.445, -2.643], [0.626, -2.808, -1.908], [2.854, 0.430, -0.207], [2.833, -1.828, -1.248], [-2.280, -0.807, -2.607], [-1.012, 2.180, 3.960], [-0.666, 1.690, 2.554], [-0.126, 2.459, 4.529], [-1.670, 3.054, 3.892], [-1.630, 1.521, 4.578], [-1.534, 1.770, 1.892], [-0.418, 0.631, 2.542], [0.045, 2.356, 2.072]], "e_above_lowest_kj_mol": 40.5, "energy_ev": -9558.378, "total_charge": -1, "homo_energy_ha": [0.0436, -0.1485], "lumo_energy_ev": [3.748, 3.602], "gap_ev": [2.563, 7.643], "multiplicity": 2}

Record 4
{"formula": "C9H14", "method": "wB97M-V/def2-TZVPD", "symbols": ["C", "C", "H", "H", "H", "H", "H", "H", "C", "C", "C", "C", "C", "C", "C", "H", "H", "H", "H", "H", "H", "H", "H"], "xyz": [[1.401, 3.358, 0.205], [-0.004, 3.812, 0.626], [2.152, 3.791, 0.872], [1.452, 2.276, 0.097], [1.652, 3.729, -0.792], [-0.729, 3.185, 0.103], [-0.187, 4.842, 0.312], [-0.089, 3.713, 1.706], [-1.464, -0.461, -2.058], [-0.805, -0.964, -0.802], [-0.303, -0.139, 0.165], [-0.626, -2.350, -0.634], [0.466, -0.637, 1.259], [0.331, -2.818, 0.304], [0.913, -1.950, 1.217], [-2.372, 0.110, -1.875], [-1.759, -1.319, -2.675], [-0.546, 0.914, 0.294], [-1.158, -3.006, -1.313], [0.697, 0.055, 2.062], [0.646, -3.859, 0.220], [1.696, -2.286, 1.892], [-0.766, 0.147, -2.634]], "e_above_lowest_kj_mol": 41.1, "energy_ev": -9558.371, "total_charge": -1, "homo_energy_ha": [0.0413, -0.1385], "lumo_energy_ev": [3.737, 3.540], "gap_ev": [2.612, 7.309], "multiplicity": 2}

Record 5
{"formula": "C9H14", "method": "wB97M-V/def2-TZVPD", "symbols": ["C", "C", "H", "H", "H", "H", "H", "H", "C", "C", "C", "C", "C", "C", "C", "H", "H", "H", "H", "H", "H", "H", "H"], "xyz": [[-2.035, -1.144, 1.125], [-2.337, -2.212, 2.192], [-1.850, -1.827, 0.286], [-2.769, -0.414, 0.787], [-1.102, -0.612, 1.217], [-1.652, -3.025, 1.983], [-3.347, -2.517, 2.430], [-2.097, -1.750, 3.172], [0.145, 2.780, -0.279], [0.910, 0.469, 0.191], [0.959, 1.573, -0.670], [1.358, -0.804, -0.165], [2.009, -0.898, -1.407], [1.702, 1.434, -1.834], [2.215, 0.216, -2.224], [0.154, 0.494, 0.960], [1.217, -1.647, 0.492], [-0.840, 2.628, -0.747], [0.381, 3.687, -0.852], [2.320, -1.872, -1.762], [1.872, 2.320, -2.438], [2.603, 0.121, -3.228], [0.183, 3.001, 0.773]], "e_above_lowest_kj_mol": 111.6, "energy_ev": -9559.025, "total_charge": 0, "smiles": "Cc1ccccc1.CC", "homo_energy_ha": -0.3291, "lumo_energy_ev": 0.983, "gap_ev": 9.938}